Density functional theory data (wB97M-V/def2-TZVPD) for 10 unconnected molecules or ions with the total composition C25H49Br14N3O in a non-equilibrium geometry.

ORCA input file:
```
! wB97M-V def2-TZVPD RIJCOSX def2/J DEFGRID3
* xyz 0 1
C -8.582 -24.153 12.144
N -8.441 -22.815 11.770
C -8.168 -21.962 12.936
C -8.654 -22.404 10.522
O -8.689 -21.245 10.154
H -9.288 -24.329 12.956
H -7.560 -24.528 12.198
H -8.962 -24.708 11.285
H -7.117 -21.988 13.221
H -8.337 -20.907 12.720
H -8.859 -22.200 13.745
H -8.912 -23.191 9.797
Br -15.942 -28.361 8.668
C -14.692 -27.705 10.047
C -14.821 -26.179 10.018
Br -14.027 -25.467 11.656
H -13.661 -27.995 9.843
H -15.021 -28.168 10.977
H -15.781 -25.665 10.026
H -14.308 -25.746 9.159
Br -12.723 -22.252 0.831
C -10.910 -22.082 -0.069
C -10.364 -20.665 -0.075
Br -8.702 -20.463 -1.217
H -10.996 -22.512 -1.067
H -10.123 -22.648 0.428
H -10.183 -20.207 0.897
H -11.131 -20.096 -0.601
Br -7.084 -15.030 10.009
C -5.438 -16.078 9.978
C -5.024 -16.482 8.520
Br -3.470 -17.678 8.458
H -5.722 -17.042 10.400
H -4.743 -15.717 10.736
H -4.680 -15.584 8.008
H -5.761 -16.967 7.880
Br -10.014 -18.253 5.144
C -11.798 -17.944 6.018
C -12.785 -19.019 5.569
Br -12.419 -20.860 6.403
H -12.272 -17.013 5.706
H -11.674 -18.077 7.093
H -12.891 -18.920 4.489
H -13.763 -18.853 6.021
Br -16.297 -14.741 8.239
C -17.676 -15.252 9.558
C -18.861 -14.438 9.315
Br -20.197 -14.789 10.767
H -17.201 -15.223 10.538
H -17.805 -16.330 9.462
H -19.261 -14.628 8.319
H -18.705 -13.359 9.324
Br -8.175 -12.295 3.373
C -9.370 -13.616 2.620
C -10.074 -12.883 1.462
Br -11.289 -14.192 0.514
H -9.988 -13.796 3.500
H -8.856 -14.472 2.182
H -9.344 -12.516 0.741
H -10.717 -12.168 1.977
Br -10.592 -16.451 14.471
C -12.306 -17.400 13.841
C -12.000 -17.698 12.379
Br -13.537 -18.539 11.470
H -13.081 -16.633 13.847
H -12.460 -18.304 14.431
H -11.177 -18.412 12.381
H -11.561 -16.806 11.931
C -11.423 -26.914 4.374
C -10.749 -28.206 4.201
C -9.245 -28.185 4.740
C -9.182 -28.280 6.270
N -9.004 -28.305 7.418
H -11.052 -26.196 3.643
H -11.504 -26.511 5.384
H -12.479 -26.943 4.106
H -10.784 -28.355 3.122
H -11.408 -28.969 4.616
H -8.753 -27.279 4.387
H -8.744 -29.052 4.311
C -18.070 -13.773 2.001
C -18.618 -14.326 0.644
C -17.902 -15.396 -0.178
C -17.234 -16.531 0.534
N -16.771 -17.479 1.040
H -17.068 -13.403 1.782
H -18.048 -14.423 2.876
H -18.506 -12.919 2.521
H -18.664 -13.429 0.026
H -19.614 -14.746 0.783
H -17.188 -14.841 -0.787
H -18.528 -15.964 -0.866
*
```

Gap between HOMO and LUMO, eV: 9.3
Energy, eV: -1013829.054
SMILES string: CN(C)C=O.BrCCBr.BrCCBr.BrCCBr.BrCCBr.BrCCBr.BrCCBr.BrCCBr.CCCC#N.CCCC#N
Highest occupied orbital energy, eV: -9.2

Density functional theory data (wB97M-V/def2-TZVPD) for a molecular structure, C22H25Cl3IrN4O4P in a non-equilibrium geometry.

ORCA input file:
```
! wB97M-V def2-TZVPD RIJCOSX def2/J DEFGRID3
* xyz 0 1
Ir -0.369 -1.020 -0.259
C 0.256 -0.169 -3.474
N -0.733 -0.393 -2.438
C -1.970 -0.217 -2.745
C -2.966 -0.370 -1.774
C -4.349 -0.135 -1.804
C -4.810 -0.433 -0.529
C -3.695 -0.845 0.217
N -2.593 -0.806 -0.535
C 1.088 1.080 -3.250
C 0.660 2.087 -2.394
C 1.421 3.235 -2.228
C 2.612 3.391 -2.921
C 3.040 2.390 -3.780
C 2.281 1.242 -3.945
H -0.257 -0.063 -4.437
H 0.903 -1.043 -3.555
H -2.259 0.048 -3.761
H -4.911 0.240 -2.645
H -5.823 -0.369 -0.165
H -3.691 -1.178 1.243
H -0.263 1.970 -1.839
H 1.077 4.009 -1.553
H 3.201 4.291 -2.796
H 3.974 2.496 -4.319
H 2.625 0.463 -4.615
Cl 3.761 -3.933 -1.249
C 3.313 -2.443 -2.094
Cl 2.952 -2.846 -3.783
Cl 4.663 -1.308 -2.041
C 2.021 -1.838 -1.440
O 1.068 -2.628 -1.263
O 2.016 -0.633 -1.134
C 1.152 -0.887 3.278
P 1.490 -0.729 1.479
C 3.009 -1.743 1.374
C 2.080 0.988 1.380
H 2.084 -0.729 3.818
H 0.764 -1.880 3.507
H 0.429 -0.140 3.597
H 3.578 -1.637 2.297
H 3.624 -1.423 0.537
H 2.742 -2.791 1.239
H 2.860 1.152 2.125
H 1.234 1.652 1.569
H 2.464 1.180 0.380
C -2.883 1.910 4.217
N -2.389 0.712 3.557
C -2.672 -0.533 4.012
C -2.252 -1.650 3.380
C -1.526 -1.471 2.154
O -1.115 -2.406 1.425
N -1.251 -0.222 1.735
C -1.613 0.909 2.390
O -1.305 2.039 2.058
H -3.362 1.634 5.153
H -3.598 2.425 3.575
H -2.058 2.593 4.408
H -3.256 -0.585 4.922
H -2.470 -2.642 3.740
*
```

Gap between HOMO and LUMO (spin up / spin down), eV: 6.8 / 7.2
Energy, eV: -87064.461
Highest occupied orbital energy (spin up / spin down), eV: -7.7 / -7.7

Density functional theory data (wB97M-V/def2-TZVPD) for a molecular structure, C10H20N2PPbS in a non-equilibrium geometry.

ORCA input file:
```
! wB97M-V def2-TZVPD RIJCOSX def2/J DEFGRID3
* xyz -1 1
C 0.432 0.270 -1.820
C 0.163 -0.253 -3.052
C -0.311 -1.567 -3.301
C -0.347 -2.593 -2.322
C -0.176 -2.402 -0.984
Pb -1.042 -0.493 -0.394
P 0.303 2.902 1.103
H 0.975 1.210 -1.654
H 0.330 0.335 -3.971
H -0.462 -1.864 -4.346
H 0.029 -3.213 -0.269
H -0.500 -3.607 -2.738
H -0.727 3.656 1.738
H 0.395 3.807 0.005
H 1.369 3.522 1.822
C -1.983 -0.709 3.319
N -0.867 0.091 3.821
C -1.249 1.344 4.481
C 0.357 -0.069 3.242
S 0.575 -1.124 1.918
N 1.423 0.623 3.736
C 1.533 1.015 5.138
C 2.696 0.511 3.025
H -2.810 -0.602 4.027
H -1.677 -1.758 3.251
H -2.317 -0.374 2.323
H -1.177 1.238 5.571
H -0.653 2.198 4.137
H -2.298 1.540 4.243
H 2.488 0.656 5.539
H 1.540 2.112 5.223
H 0.720 0.605 5.738
H 3.067 -0.526 3.044
H 2.576 0.816 1.980
H 3.416 1.166 3.523
*
```

Gap between HOMO and LUMO, eV: 3.4
Energy, eV: -39041.385
Highest occupied orbital energy, eV: -1.0

no.,molecular weight (g mol⁻¹)
1,1526.3
2,739.0
3,438.5